1.
98
Properties=species:S:1:pos:R:3:lowdin_charge:R:1 method="wB97M-V/def2-TZVPD" multiplicity=1 gap_ev=8.049 lumo_ev=-3.5 charge=+1
C -2.2826 4.3387 -3.5432 -0.106
C -3.6747 3.8791 -3.9944 -0.255
C -3.6529 2.9382 -5.2035 -0.212
C -4.8515 1.9769 -5.2883 -0.209
C -4.5224 0.5503 -4.8431 -0.200
C -4.4475 0.3531 -3.3108 -0.198
C -3.0756 -0.1182 -2.8185 -0.219
C -3.1281 -0.6188 -1.3758 -0.177
C -1.7969 -0.6956 -0.5813 -0.159
C -0.5169 -0.5871 -1.4202 -0.142
C 0.6878 -0.9982 -0.6140 -0.076
C 0.9185 -2.3260 -0.6882 0.009
N 1.9230 -2.9516 -0.0239 -0.028
C 2.0854 -4.4138 -0.1511 -0.077
C 0.7847 -5.2111 -0.0056 -0.364
C -0.0907 -4.7125 1.1635 -0.043
C 0.0128 -5.3700 -1.3394 -0.061
C 2.7489 -2.2525 0.7079 0.050
C 2.6216 -0.8795 0.8681 -0.046
C 3.5766 -0.2268 1.6879 -0.166
C 4.7026 -0.9447 2.3733 -0.103
C 5.9744 -1.0001 1.5096 -0.213
O 7.0934 -0.8767 2.3481 -0.152
C 8.2262 -0.2420 1.7620 -0.252
C 8.3192 1.2316 2.1444 -0.058
C 3.4563 1.1158 1.8151 0.016
C 2.4140 1.8142 1.1987 0.008
C 1.4441 1.2329 0.4297 -0.112
C 0.3686 2.1468 -0.1050 -0.147
C 0.2057 3.4639 0.6663 -0.184
C -0.1059 3.3168 2.1719 -0.180
C -0.9451 2.0884 2.5342 -0.200
C -2.0287 2.3561 3.5807 -0.203
C -2.9581 1.1546 3.7153 -0.170
C -2.2497 -0.1077 4.2181 -0.218
O -1.9724 -1.0073 3.1486 -0.216
C -2.8383 -2.1172 3.0679 -0.109
C 1.5501 -0.1797 0.2093 0.022
H -1.5007 3.6731 -3.9080 0.060
H -2.2192 4.3793 -2.4601 0.054
H -2.0437 5.3364 -3.9061 0.069
H -4.2562 4.7584 -4.2651 0.107
H -4.1845 3.4062 -3.1578 0.086
H -2.7312 2.3542 -5.1963 0.096
H -3.6222 3.5491 -6.1046 0.109
H -5.6750 2.3628 -4.6858 0.111
H -5.2106 1.9446 -6.3159 0.104
H -3.5735 0.2598 -5.2945 0.102
H -5.2853 -0.1180 -5.2394 0.105
H -5.2051 -0.3643 -2.9962 0.111
H -4.6859 1.2950 -2.8186 0.097
H -2.7665 -0.9327 -3.4738 0.114
H -2.3810 0.7164 -2.9202 0.108
H -3.5752 -1.6117 -1.3702 0.111
H -3.8169 0.0161 -0.8168 0.111
H -1.7957 0.0200 0.2366 0.087
H -1.7510 -1.6728 -0.0971 0.097
H -0.6125 -1.3061 -2.2346 0.121
H -0.3897 0.3755 -1.8898 0.103
H 0.2933 -2.9630 -1.2874 0.126
H 2.7793 -4.7136 0.6297 0.133
H 2.5604 -4.6284 -1.1060 0.140
H 1.1208 -6.2098 0.2650 0.130
H -1.0704 -4.4038 0.8039 0.068
H 0.3284 -3.8462 1.6720 0.075
H -0.2523 -5.4912 1.9016 0.083
H 0.5609 -4.9207 -2.1669 0.074
H -0.9759 -4.9227 -1.2948 0.073
H -0.0913 -6.4205 -1.5923 0.083
H 3.5439 -2.7934 1.1935 0.137
H 4.9635 -0.4061 3.2800 0.130
H 4.4180 -1.9475 2.6806 0.110
H 6.0242 -1.9541 0.9725 0.126
H 5.9438 -0.1997 0.7662 0.129
H 8.1926 -0.3585 0.6776 0.112
H 9.0983 -0.7904 2.1087 0.118
H 9.0362 1.3903 2.9454 0.073
H 8.6156 1.8542 1.3047 0.073
H 7.3530 1.5701 2.5131 0.070
H 4.1609 1.6594 2.4285 0.132
H 2.3880 2.8783 1.3704 0.110
H 0.5972 2.3860 -1.1475 0.131
H -0.5930 1.6572 -0.1240 0.078
H 1.0913 4.0814 0.5183 0.107
H -0.6029 4.0061 0.1853 0.110
H 0.8271 3.3094 2.7335 0.100
H -0.6221 4.2198 2.4980 0.111
H -1.4482 1.6856 1.6631 0.089
H -0.2822 1.3203 2.9344 0.114
H -1.5679 2.5905 4.5400 0.120
H -2.6203 3.2078 3.2424 0.115
H -3.8201 1.3921 4.3351 0.112
H -3.3245 0.9104 2.7158 0.114
H -1.2861 0.1548 4.6574 0.118
H -2.8269 -0.6083 4.9956 0.118
H -2.8805 -2.4436 2.0298 0.069
H -2.4741 -2.9488 3.6752 0.087
H -3.8521 -1.8651 3.3815 0.092

***

2.
10
Properties=species:S:1:pos:R:3:lowdin_charge:R:1 method="wB97M-V/def2-TZVPD" multiplicity=1 gap_ev=11.121 relative_energy_kcal_mol=20.04 lumo_ev=0.3 charge=0
C 0.2349 -0.1990 1.1700 -1.168
N 0.4277 0.4171 -1.4819 -0.078
O -0.8018 -1.5735 -0.5500 -0.325
O -1.7467 0.6910 -0.3290 -0.328
S -0.5898 -0.1489 -0.3865 0.404
Cl -1.2295 -0.3144 2.1413 0.663
Cl 1.2628 1.2112 1.3454 0.642
H 0.5326 -1.2284 1.2227 0.047
H 1.1098 -0.1904 -1.8772 0.082
H 0.7999 1.3352 -1.2547 0.061

***

3.
97
Properties=species:S:1:pos:R:3:lowdin_charge:R:1 method="wB97M-V/def2-TZVPD" multiplicity=6 s2=8.7608 gap_ev="7.437 / 8.505" lumo_ev="-3.6 / -2.6" charge=+1
O 0.8625 -0.6354 1.6613 -0.409
O -1.3983 3.9143 1.2913 -0.215
C 0.1173 -0.7537 2.9569 -0.195
C 0.9107 -1.5425 3.9789 -0.041
H -0.8371 -1.2280 2.6973 0.096
H -0.0739 0.2728 3.2991 0.116
H 1.2107 -2.5332 3.5978 0.069
H 0.2982 -1.6864 4.8783 0.102
H 1.8234 -1.0025 4.2772 0.089
C 2.1466 0.0701 1.7632 -0.212
C 1.9643 1.4238 2.4251 -0.044
H 2.5175 0.1590 0.7350 0.105
H 2.8330 -0.5816 2.3195 0.117
H 1.2808 2.0550 1.8343 0.094
H 2.9339 1.9316 2.5009 0.099
H 1.5647 1.3227 3.4416 0.077
C -1.3982 4.8373 0.1817 -0.262
C -1.6032 4.5037 2.5850 -0.268
C 0.0033 5.1131 -0.3323 -0.074
H -1.8901 5.7909 0.4559 0.125
H -1.9933 4.3324 -0.5957 0.107
H 0.6307 5.5616 0.4439 0.066
H -0.0638 5.8157 -1.1653 0.080
H 0.4824 4.1949 -0.6866 0.065
C -0.5630 5.5391 2.9784 -0.085
H -1.5841 3.6484 3.2732 0.114
H -2.6059 4.9654 2.6225 0.120
H 0.4574 5.1610 2.8628 0.074
H -0.7182 5.7963 4.0277 0.079
H -0.6645 6.4587 2.3938 0.076
H -2.6125 2.0162 0.6573 0.015
N 2.2106 -3.2223 -0.5107 -0.113
C 2.4697 -3.8968 -1.6432 -0.319
C 1.7756 -3.6240 -2.8296 -0.026
C 0.9903 -2.5107 -3.1682 -0.311
C 3.5435 -4.9554 -1.6741 0.008
H 3.4920 -5.6342 -0.8107 0.099
H 4.5518 -4.5146 -1.7147 0.096
H 3.4242 -5.5610 -2.5815 0.090
C 0.7006 -2.2858 -4.6246 0.004
H 0.9277 -1.2555 -4.9320 0.103
H -0.3567 -2.4915 -4.8523 0.092
H 1.3170 -2.9716 -5.2166 0.089
N 0.4924 -1.6282 -2.2797 -0.127
C 3.1373 -3.2632 0.5905 -0.237
C 2.8127 -4.0458 1.7170 -0.238
C 1.5631 -4.8831 1.7428 -0.051
C 3.6753 -4.0422 2.8143 -0.042
H 3.4283 -4.6505 3.6873 0.125
C 4.8365 -3.2679 2.7866 -0.062
H 5.4931 -3.2523 3.6560 0.111
C 5.1779 -2.5349 1.6499 -0.040
H 6.1052 -1.9567 1.6209 0.123
C 4.3278 -2.5121 0.5468 -0.231
C 4.6846 -1.7005 -0.6623 -0.032
C -0.1474 -0.3978 -2.6977 -0.240
C -1.5189 -0.3899 -3.0204 -0.225
C -2.3451 -1.6324 -2.8630 -0.047
C -2.0834 0.7815 -3.5294 -0.040
H -3.1403 0.7799 -3.8164 0.123
C -1.3217 1.9480 -3.6413 -0.061
H -1.7880 2.8646 -4.0035 0.113
C 0.0337 1.9362 -3.3115 -0.038
H 0.6412 2.8427 -3.4249 0.119
C 0.6322 0.7691 -2.8396 -0.224
C 2.0918 0.7409 -2.5060 -0.033
Sm 0.2559 -2.0208 -0.0546 1.444
H 0.8328 -4.4846 2.4664 0.074
H 1.8010 -5.9109 2.0600 0.101
H 1.0718 -4.9623 0.7621 0.059
H 3.8061 -1.4230 -1.2573 0.057
H 5.3805 -2.2363 -1.3262 0.094
H 5.1998 -0.7765 -0.3611 0.091
H -3.4093 -1.3793 -2.9722 0.091
H -2.2363 -2.1144 -1.8728 -0.024
H -2.1170 -2.3927 -3.6250 0.083
H 2.6072 -0.1316 -2.9299 0.080
H 2.2720 0.7677 -1.4170 0.068
H 2.5723 1.6347 -2.9273 0.091
H 1.9688 -4.3207 -3.6433 0.108
C -3.2757 1.5714 -0.1034 -0.172
Si -5.1119 1.7865 0.3215 0.462
H -3.0400 2.0511 -1.0642 0.014
H -2.9971 0.5085 -0.1763 0.017
C -5.1689 1.5394 2.1853 -0.189
C -6.2368 0.5507 -0.5442 -0.187
C -5.6802 3.5371 -0.0865 -0.187
H -6.7323 3.6801 0.1991 0.034
H -5.5908 3.7559 -1.1600 0.030
H -5.0765 4.2740 0.4632 0.024
H -4.9917 0.4842 2.4345 0.031
H -6.1346 1.8459 2.6070 0.033
H -4.3746 2.1413 2.6496 0.020
H -5.8118 -0.4622 -0.5112 0.026
H -6.4003 0.8183 -1.5978 0.029
H -7.2200 0.5187 -0.0515 0.035
Br -2.0281 -3.3530 0.5152 -0.077

***

4.
35
Properties=species:S:1:pos:R:3:lowdin_charge:R:1 method="wB97M-V/def2-TZVPD" multiplicity=1 gap_ev=10.741 relative_energy_kcal_mol=21.11 lumo_ev=-2.9 charge=+1
C -1.8181 -1.8236 1.1942 -0.099
C -0.8922 -2.0877 -0.0086 -0.194
C -0.8905 -1.0264 -1.1604 -0.189
N -0.2290 0.1958 -0.7751 0.080
C -0.8631 1.3191 -0.6880 -0.175
N -0.5753 2.5585 -0.3504 0.186
H -2.1179 -2.8461 1.4744 0.078
H -1.5484 -1.3097 2.1086 0.061
H -2.8435 -1.5674 0.8940 0.080
H 0.1139 -2.0875 0.4126 0.099
H -1.2331 -2.9830 -0.4906 0.112
H -0.2696 -1.5966 -1.8402 0.104
H -1.9151 -0.9852 -1.4939 0.125
H 0.7862 0.1343 -0.6292 0.120
H -1.9351 1.1434 -0.6519 0.151
H -1.1771 3.0176 0.3119 0.118
H 0.3949 2.8279 -0.1913 0.090
H 2.8052 3.4472 0.9414 0.079
H 3.0043 2.3261 -0.1788 0.068
O 2.4069 2.7257 0.4514 -0.033
H 2.0818 -1.7135 -1.3162 0.070
H 2.8255 -0.5067 -1.9810 0.071
O 1.9634 -0.8534 -1.7353 -0.035
H 2.2963 1.2226 1.9104 0.034
H 1.0795 0.8037 1.0956 -0.017
O 1.5423 0.6350 1.9114 -0.041
H -0.7535 -0.3655 -4.4345 0.053
H -1.4632 0.5263 -3.4032 0.019
O -1.5523 -0.2858 -3.9042 -0.039
H -2.2656 0.8319 2.4913 0.041
H -2.7971 2.2499 2.2299 0.056
O -2.3640 1.5029 1.8124 -0.039
H 2.3511 -1.2159 2.2597 0.003
H 2.8422 -2.5564 2.0264 0.043
O 3.0106 -1.6577 1.7072 -0.080

***

So what do the calculations give for max |F|? Going down the list: 0.7 3.2 1.0 3.5 eV Å⁻¹.
So what do the calculations give for molar mass? Going down the list: 526.9 164.0 772.2 195.2 g/mol.